# H3OPS3

2 unconnected molecules or ions with the total composition H3OPS3 in a non-equilibrium geometry (ωB97M-V/def2-TZVPD, OMol25).

Results
total energy: -1612.97894 Eh
SMILES string: O=P(=S)S.S
ΔE to the lowest compared entry with this formula, charge and spin: 0.00 kJ/mol
molar mass: 146.20 g/mol

Each line ends with the natural charge from an NBO analysis.
Cartesian coordinates (Å):
O1 1.29 -0.74 1.43  -0.98
P1 1.51 -0.30 0.06  1.47
S1 0.87 -1.21 -1.52  -0.44
S2 2.68 1.42 -0.24  -0.22
H1 2.34 1.60 -1.50  0.17
S3 -3.48 0.03 0.55  -0.29
H2 -2.97 -1.22 0.36  0.15
H3 -2.24 0.43 0.87  0.14

# C5H15N2

A gas-phase ion, C5H15N2 (charge +1) in a non-equilibrium geometry (ωB97M-V/def2-TZVPD, OMol25).

Results
total energy: -308.77108 Eh
SMILES string: C[C@H](N)C[NH+](C)C
charge: +1
ΔE to the lowest compared entry with this formula, charge and spin: 56.69 kJ/mol
molar mass: 103.19 g/mol

Each line ends with the natural charge from an NBO analysis.
Cartesian coordinates (Å):
C1 0.70 -0.09 -2.50  -0.64
C2 -0.04 -0.51 -1.26  -0.09
N1 -1.44 -0.04 -1.26  -0.88
C3 0.68 0.12 -0.06  -0.22
N2 -0.27 0.31 1.11  -0.35
C4 0.52 1.13 2.11  -0.42
C5 -0.67 -0.98 1.74  -0.41
H1 1.80 -0.09 -2.46  0.23
H2 0.51 0.94 -2.80  0.22
H3 0.45 -0.61 -3.43  0.24
H4 -0.10 -1.60 -1.24  0.22
H5 -2.08 -0.78 -1.48  0.39
H6 -1.57 0.76 -1.85  0.38
H7 1.11 1.10 -0.22  0.23
H8 1.51 -0.53 0.23  0.23
H9 -1.10 0.79 0.75  0.46
H10 1.46 0.61 2.24  0.22
H11 0.03 1.16 3.08  0.24
H12 0.76 2.10 1.68  0.24
H13 0.25 -1.50 2.01  0.23
H14 -1.31 -0.69 2.57  0.23
H15 -1.22 -1.59 1.04  0.24

# C3H6N2S3

A single C3H6N2S3 molecule (ωB97M-V/def2-TZVPD, OMol25).

Results
total energy: -1421.96777 Eh
SMILES string: CN(SC=S)C(N)=S
ΔE to the lowest compared entry with this formula, charge and spin: 80.72 kJ/mol
molar mass: 166.30 g/mol

Each line ends with the natural charge from an NBO analysis.
Cartesian coordinates (Å):
C1 -1.85 -0.30 0.15  -0.41
N1 -0.39 -0.36 0.21  -0.60
S1 0.43 -1.10 -1.09  0.53
C2 0.79 0.25 -2.14  -0.52
S2 1.55 0.09 -3.55  0.07
C3 0.29 0.19 1.29  0.27
N2 1.64 0.07 1.26  -0.80
S3 -0.51 0.99 2.50  -0.23
H1 -2.18 0.74 0.07  0.22
H2 -2.29 -0.74 1.06  0.23
H3 -2.17 -0.87 -0.73  0.21
H4 0.44 1.21 -1.76  0.22
H5 2.12 -0.56 0.64  0.40
H6 2.12 0.39 2.08  0.42

# C3H4Cl2Si

2 unconnected molecules or ions with the total composition C3H4Cl2Si in a non-equilibrium geometry (ωB97M-V/def2-TZVPD, OMol25).

Results
total energy: -1326.43553 Eh
ΔE to the lowest compared entry with this formula, charge and spin: 479.58 kJ/mol
molar mass: 139.06 g/mol

Each line ends with the natural charge from an NBO analysis.
Cartesian coordinates (Å):
C1 -0.53 2.47 0.19  -0.43
C2 -0.45 1.32 -0.13  -0.11
C3 0.70 -1.04 0.09  -0.59
Si1 -0.65 -1.94 -0.68  1.24
Cl1 -1.01 -3.58 0.46  -0.35
Cl2 -0.01 -2.41 -2.57  -0.32
H1 -0.94 3.51 -0.02  0.25
H2 0.98 -1.05 1.14  0.23
H3 1.66 -0.91 -0.39  0.21
H4 -1.75 -1.03 -0.29  -0.12

# C2H6P2S

A single C2H6P2S molecule in a non-equilibrium geometry (ωB97M-V/def2-TZVPD, OMol25).

Results
total energy: -1160.58942 Eh
SMILES string: C=[PH]=PSC
ΔE to the lowest compared entry with this formula, charge and spin: 170.13 kJ/mol
molar mass: 124.08 g/mol

Each line ends with the natural charge from an NBO analysis.
Cartesian coordinates (Å):
C1 -1.71 -2.52 -0.45  -0.92
P1 -1.02 -1.05 0.04  0.65
P2 -0.17 -0.15 1.80  -0.08
S1 -0.03 1.68 0.91  -0.05
C2 1.65 1.93 0.19  -0.80
H1 -1.68 -3.24 0.28  0.22
H2 -2.30 -2.79 -1.35  0.26
H3 -0.82 -0.15 -1.13  0.02
H4 1.88 1.48 -0.85  0.22
H5 2.54 1.82 0.87  0.23
H6 1.66 2.99 -0.32  0.24

# C28H35N5O4

A single C28H35N5O4 molecule (ωB97M-V/def2-TZVPD, OMol25).

Results
total energy: -1662.76151 Eh
SMILES string: CCN1CCN(c2cc(C)c3cc(NC(=O)CCC(=O)Nc4ccc(OC)cc4OC)ccc3n2)CC1
ΔE to the lowest compared entry with this formula, charge and spin: 11.25 kJ/mol
molar mass: 505.62 g/mol

Each line ends with the natural charge from an NBO analysis.
Cartesian coordinates (Å):
C1 8.28 0.47 -0.32  -0.62
C2 7.05 0.92 0.45  -0.21
N1 6.08 -0.16 0.58  -0.45
C3 5.05 0.08 1.58  -0.23
C4 3.73 0.55 0.97  -0.24
N2 3.21 -0.50 0.12  -0.42
C5 1.91 -0.89 0.26  0.41
C6 1.43 -2.09 -0.35  -0.32
C7 0.11 -2.43 -0.24  0.09
C8 -0.41 -3.69 -0.86  -0.65
C9 -0.76 -1.57 0.50  -0.16
C10 -2.13 -1.81 0.64  -0.25
C11 -2.92 -0.93 1.35  0.20
N3 -4.31 -1.07 1.46  -0.63
C12 -5.13 -1.83 0.68  0.68
O1 -4.76 -2.70 -0.08  -0.62
C13 -6.60 -1.45 0.82  -0.48
C14 -6.92 -0.32 -0.18  -0.48
C15 -5.98 0.84 0.09  0.68
O2 -6.16 1.61 1.02  -0.64
N4 -4.91 0.89 -0.74  -0.61
C16 -3.73 1.63 -0.58  0.04
C17 -3.64 2.76 0.22  -0.20
C18 -2.43 3.40 0.40  -0.27
C19 -1.29 2.92 -0.22  0.33
O3 -0.13 3.59 0.04  -0.50
C20 1.09 3.02 -0.37  -0.27
C21 -1.37 1.81 -1.06  -0.40
C22 -2.59 1.17 -1.24  0.38
O4 -2.77 0.07 -2.04  -0.53
C23 -1.67 -0.42 -2.77  -0.25
C24 -2.33 0.18 1.99  -0.23
C25 -1.00 0.43 1.86  -0.21
C26 -0.18 -0.42 1.10  0.26
N5 1.12 -0.10 0.96  -0.55
C27 4.21 -1.31 -0.54  -0.22
C28 5.50 -0.52 -0.70  -0.23
H1 8.66 -0.46 0.09  0.21
H2 9.06 1.23 -0.24  0.21
H3 8.06 0.33 -1.38  0.20
H4 6.61 1.81 -0.03  0.16
H5 7.36 1.20 1.46  0.20
H6 4.87 -0.86 2.12  0.19
H7 5.41 0.82 2.31  0.21
H8 3.89 1.47 0.39  0.18
H9 2.99 0.76 1.75  0.25
H10 2.11 -2.73 -0.89  0.21
H11 -0.80 -4.35 -0.09  0.23
H12 0.38 -4.21 -1.40  0.22
H13 -1.22 -3.47 -1.55  0.23
H14 -2.59 -2.66 0.17  0.25
H15 -4.75 -0.36 2.02  0.41
H16 -6.82 -1.11 1.83  0.22
H17 -7.21 -2.32 0.59  0.24
H18 -7.95 0.01 -0.03  0.24
H19 -6.80 -0.70 -1.20  0.22
H20 -4.80 0.14 -1.42  0.42
H21 -4.53 3.12 0.72  0.25
H22 -2.36 4.28 1.02  0.22
H23 1.21 2.00 0.02  0.21
H24 1.18 3.01 -1.47  0.17
H25 1.86 3.66 0.04  0.19
H26 -0.49 1.43 -1.55  0.23
H27 -0.86 -0.74 -2.11  0.19
H28 -2.05 -1.29 -3.32  0.20
H29 -1.30 0.32 -3.48  0.18
H30 -2.96 0.85 2.56  0.22
H31 -0.55 1.29 2.33  0.23
H32 3.85 -1.60 -1.53  0.21
H33 4.41 -2.23 0.03  0.19
H34 6.22 -1.14 -1.25  0.21
H35 5.29 0.37 -1.32  0.17

# C12H27F3O8PtS3

A molecular structure, C12H27F3O8PtS3 (ωB97M-V/def2-TZVPD, OMol25).

Results
total energy: -2688.81414 Eh
ΔE to the lowest compared entry with this formula, charge and spin: 30.46 kJ/mol
molar mass: 647.61 g/mol

Each line ends with the natural charge from an NBO analysis.
Cartesian coordinates (Å):
Pt1 0.13 0.43 -0.21  1.03
C1 -3.90 -2.40 -1.25  -0.61
C2 -4.70 -1.61 -0.22  -0.41
C3 -4.15 -0.22 0.08  -0.59
S1 -2.61 0.00 0.98  1.27
O1 -1.54 -0.70 0.10  -0.95
C4 -2.83 -1.07 2.42  -0.62
C5 -2.56 -2.56 2.22  -0.41
C6 -1.11 -2.94 2.48  -0.61
H1 -4.39 -3.35 -1.46  0.22
H2 -2.89 -2.60 -0.90  0.22
H3 -3.82 -1.85 -2.19  0.20
H4 -4.82 -2.17 0.70  0.21
H5 -5.72 -1.45 -0.61  0.22
H6 -4.86 0.36 0.69  0.24
H7 -3.99 0.35 -0.84  0.24
H8 -3.86 -0.86 2.74  0.23
H9 -2.15 -0.65 3.16  0.29
H10 -2.85 -2.88 1.22  0.20
H11 -3.21 -3.10 2.91  0.21
H12 -0.43 -2.46 1.79  0.23
H13 -0.98 -4.02 2.39  0.21
H14 -0.80 -2.64 3.49  0.22
C7 2.03 1.49 3.18  -0.89
S2 0.79 0.30 2.78  2.40
O2 -0.06 0.12 3.94  -0.98
O3 -0.04 1.01 1.70  -0.99
O4 1.44 -0.87 2.24  -0.98
H15 1.54 2.41 3.49  0.25
H16 2.63 1.65 2.29  0.25
H17 2.63 1.08 3.99  0.25
C8 0.98 -2.43 -1.41  -0.64
C9 0.06 -1.67 -2.33  -0.06
O5 0.28 -0.24 -2.16  -0.53
C10 -0.31 0.57 -3.21  -0.07
C11 -1.77 0.88 -2.95  -0.65
H18 0.87 -3.50 -1.61  0.22
H19 0.75 -2.26 -0.36  0.24
H20 2.02 -2.15 -1.59  0.23
H21 -0.99 -1.89 -2.12  0.19
H22 0.28 -1.89 -3.37  0.19
H23 -0.17 0.02 -4.14  0.18
H24 0.27 1.48 -3.24  0.23
H25 -2.35 -0.03 -2.80  0.20
H26 -2.18 1.42 -3.81  0.23
H27 -1.86 1.53 -2.07  0.23
F1 1.14 3.94 1.12  -0.31
C12 2.12 4.02 0.22  0.70
F2 3.28 3.72 0.82  -0.32
F3 2.18 5.27 -0.23  -0.31
S3 1.80 2.86 -1.18  2.34
O6 0.49 3.22 -1.66  -0.96
O7 2.92 3.00 -2.04  -0.92
O8 1.81 1.54 -0.46  -0.97

# C3H10NO3

2 unconnected molecules or ions with the total composition C3H10NO3 in a non-equilibrium geometry (ωB97M-V/def2-TZVPD, OMol25).

Results
total energy: -400.52914 Eh
charge: +1
ΔE to the lowest compared entry with this formula, charge and spin: 145.75 kJ/mol
molar mass: 108.12 g/mol

Each line ends with the natural charge from an NBO analysis.
Cartesian coordinates (Å):
C1 0.78 -1.13 1.83  -0.68
C2 0.49 -1.08 0.40  -0.01
C3 1.15 0.07 -0.25  0.82
N1 -1.97 1.58 -1.60  -0.92
O1 -0.87 -1.09 0.05  -0.69
O2 2.42 0.05 -0.17  -0.60
O3 0.54 0.97 -0.80  -0.67
H1 0.72 -0.17 2.22  0.22
H2 1.75 -1.42 1.94  0.25
H3 0.33 -1.67 2.62  0.26
H4 1.01 -1.95 -0.14  0.21
H5 -1.77 2.38 -2.14  0.43
H6 -2.86 1.70 -1.03  0.45
H7 -2.20 0.88 -2.35  0.44
H8 -1.18 -1.25 0.89  0.48
H9 2.69 0.94 -0.42  0.51
H10 -1.04 1.19 -1.05  0.51

# C6H9BrClN2

A gas-phase ion, C6H9BrClN2 (charge +1) in a non-equilibrium geometry (ωB97M-V/def2-TZVPD, OMol25).

Results
total energy: -3377.40619 Eh
SMILES string: C=C(Cl)/C=C\[C@@H](N)C(=[NH2+])Br
charge: +1
ΔE to the lowest compared entry with this formula, charge and spin: 134.54 kJ/mol
molar mass: 224.51 g/mol

Each line ends with the natural charge from an NBO analysis.
Cartesian coordinates (Å):
C1 -0.34 1.18 1.26  -0.44
C2 -1.24 1.47 0.25  -0.05
Cl1 -2.86 1.94 0.23  0.13
C3 -0.66 1.47 -1.13  -0.21
C4 0.13 0.48 -1.54  -0.21
C5 0.57 -0.76 -0.81  -0.20
N1 1.99 -0.56 -0.23  -0.80
C6 -0.39 -1.22 0.35  0.40
N2 -0.03 -1.84 1.40  -0.70
Br1 -2.25 -1.41 -0.15  0.21
H1 -0.75 1.10 2.29  0.23
H2 0.73 1.01 1.19  0.22
H3 -0.91 2.26 -1.85  0.26
H4 0.63 0.62 -2.50  0.24
H5 0.46 -1.60 -1.57  0.28
H6 1.98 0.37 0.06  0.35
H7 2.60 -0.45 -1.11  0.39
H8 0.99 -1.87 1.72  0.46
H9 -0.62 -2.18 2.12  0.44

> Among the records above, which one has the highest total energy?

C5H15N2

What did the first record say?
# H3OPS3

2 unconnected molecules or ions with the total composition H3OPS3 in a non-equilibrium geometry (ωB97M-V/def2-TZVPD, OMol25).

Results
total energy: -1612.97894 Eh
SMILES string: O=P(=S)S.S
ΔE to the lowest compared entry with this formula, charge and spin: 0.00 kJ/mol
molar mass: 146.20 g/mol

Each line ends with the natural charge from an NBO analysis.
Cartesian coordinates (Å):
O1 1.29 -0.74 1.43  -0.98
P1 1.51 -0.30 0.06  1.47
S1 0.87 -1.21 -1.52  -0.44
S2 2.68 1.42 -0.24  -0.22
H1 2.34 1.60 -1.50  0.17
S3 -3.48 0.03 0.55  -0.29
H2 -2.97 -1.22 0.36  0.15
H3 -2.24 0.43 0.87  0.14

> Which value of molar mass does entry 3 give?

166.30 g/mol